{"formula": "C9H10MgN3O4S", "method": "the ωB97M-V functional and the def2-TZVPD basis", "symbols": ["Mg", "N", "C", "C", "O", "N", "C", "C", "O", "O", "H", "H", "H", "H", "H", "H", "O", "N", "C", "C", "C", "C", "C", "S", "H", "H", "H", "H"], "coordinates": [[0.04562, 0.04504, 0.43766], [-1.58359, -1.08976, 1.23909], [-2.44948, -0.91884, 0.02465], [-2.50656, 0.59981, -0.25278], [-3.57606, 1.19920, -0.07049], [-1.29699, 1.07963, -0.55414], [-1.04402, 2.49658, -0.27743], [-0.05548, 2.67055, 0.91871], [0.34882, 3.79586, 1.18503], [0.25116, 1.58244, 1.55770], [-1.44300, -2.06704, 1.46191], [-2.04153, -0.64220, 2.02666], [-3.45267, -1.31324, 0.15986], [-1.96220, -1.43702, -0.80274], [-1.96136, 3.02634, -0.01891], [-0.60313, 3.00375, -1.13537], [1.80602, -0.12251, -0.26443], [2.71477, -1.07042, -0.17867], [4.00368, -0.66803, -0.09955], [5.03098, -1.56381, -0.04072], [4.71909, -2.92768, -0.06372], [3.40890, -3.32068, -0.13551], [2.34039, -2.39342, -0.18967], [0.69346, -2.81059, -0.26892], [4.12194, 0.40426, -0.08654], [6.04796, -1.20489, 0.02358], [5.50785, -3.66871, -0.02179], [3.13354, -4.36540, -0.15247]], "gap_ev": 7.573, "spin_multiplicity": 1, "total_charge": -1, "homo_ha": -0.17788}



{"formula": "C8H5N2O3S", "method": "the ωB97M-V functional and the def2-TZVPD basis", "symbols": ["C", "C", "C", "C", "C", "C", "C", "C", "N", "N", "O", "O", "O", "S", "H", "H", "H", "H", "H"], "coordinates": [[-0.86833, 0.40651, 0.78857], [-1.13750, 0.24377, -0.56365], [0.33671, -0.04229, 1.30832], [-0.21431, -0.35341, -1.39366], [1.26554, -0.64758, 0.48875], [1.01267, -0.78656, -0.87916], [2.02789, -1.44560, -1.72269], [2.27153, 0.83396, -2.28652], [3.22958, 1.46657, -1.85231], [3.94452, 2.12752, -1.22510], [1.70983, -1.52319, -3.06006], [1.01227, 0.49163, -4.50156], [3.01766, -2.00320, -1.29119], [2.18024, -0.01873, -3.78342], [-1.59697, 0.88040, 1.43419], [-2.07849, 0.59100, -0.97006], [0.54560, 0.08169, 2.36282], [-0.41804, -0.46166, -2.44908], [2.20758, -1.00798, 0.87773]], "gap_ev": [4.466, 6.423], "spin_multiplicity": 3, "total_charge": -1, "s2": 2.0378, "homo_ha": [-0.04200, -0.18426]}



{"formula": "C5H9O", "method": "the ωB97M-V functional and the def2-TZVPD basis", "symbols": ["C", "C", "C", "C", "C", "O", "H", "H", "H", "H", "H", "H", "H", "H", "H"], "coordinates": [[1.77080, -0.02779, 1.34594], [0.70479, 0.75987, -1.87229], [0.77770, 0.06617, 0.36063], [-1.78354, 0.04902, 0.40373], [-0.49189, -0.80923, 0.22787], [1.19884, 0.82244, -0.72000], [2.60562, 0.45581, 1.09193], [1.61085, -0.54013, 2.25720], [0.99132, 1.46813, -2.68380], [0.03199, 0.01078, -2.03106], [-1.92964, 0.92639, -0.24874], [-1.87817, 0.23675, 1.47424], [-2.53757, -0.60269, 0.07269], [-0.56445, -1.46517, 1.10655], [-0.50664, -1.35036, -0.78486]], "gap_ev": [8.152, 8.153], "relative_energy_kcal_mol": 44.5, "spin_multiplicity": 1, "total_charge": 1, "homo_ha": [-0.53856, -0.53857]}



{"formula": "C9H11NO3", "method": "the ωB97M-V functional and the def2-TZVPD basis", "symbols": ["C", "C", "C", "C", "C", "C", "C", "C", "C", "H", "H", "H", "H", "H", "H", "H", "H", "H", "H", "H", "N", "O", "O", "O"], "coordinates": [[-1.89543, 0.01866, -0.33713], [-3.31924, -0.55255, -0.15937], [-0.98465, -0.49348, 0.80013], [0.48320, -0.38429, 0.47527], [1.17693, -1.47678, -0.05159], [1.17607, 0.81706, 0.65827], [2.52104, -1.39156, -0.37626], [2.53489, 0.91655, 0.34015], [3.20697, -0.18810, -0.18311], [-2.11149, 1.98384, 0.31937], [-2.03599, 1.87422, -1.37462], [-1.53779, -0.42032, -1.27765], [-1.27311, -1.54549, 0.99056], [-1.24721, 0.06872, 1.71120], [0.64573, -2.39969, -0.18149], [0.66539, 1.70166, 1.04723], [3.06972, -2.24555, -0.76637], [3.05804, 1.86678, 0.48675], [4.88942, 0.72529, -0.35111], [-3.89375, 1.20264, -0.54680], [-1.80033, 1.45320, -0.48047], [-3.53326, -1.70351, 0.11449], [4.52319, -0.15964, -0.52270], [-4.31835, 0.33234, -0.33477]], "gap_ev": 9.008, "relative_energy_kcal_mol": 7.5, "spin_multiplicity": 1, "homo_ha": -0.31254}



{"formula": "CH2N2P2", "method": "the ωB97M-V functional and the def2-TZVPD basis", "symbols": ["C", "N", "N", "P", "P", "H", "H"], "coordinates": [[-2.27403, -0.36328, 0.12336], [-2.55457, -1.48414, 0.23245], [0.32411, 0.72215, -0.37807], [-1.10343, 1.15275, -0.73647], [1.62321, 0.62246, 0.49603], [1.53788, -0.78572, 0.75591], [2.44684, 0.13578, -0.49321]], "gap_ev": 8.192, "relative_energy_kcal_mol": 56.7, "spin_multiplicity": 1, "homo_ha": -0.36427}



{"formula": "C5H8N2", "method": "the ωB97M-V functional and the def2-TZVPD basis", "symbols": ["C", "C", "N", "C", "C", "N", "C", "H", "H", "H", "H", "H", "H", "H", "H"], "coordinates": [[-2.03857, 0.00124, 0.47908], [-1.02640, -0.14072, -0.65297], [0.35906, 0.05403, -0.25612], [1.15688, -0.82651, 0.44019], [2.39808, -0.25187, 0.47340], [2.39054, 0.95529, -0.18028], [1.15941, 1.09998, -0.60279], [-3.05014, -0.09013, 0.06887], [-1.91014, -0.77841, 1.23688], [-1.95614, 0.97664, 0.96796], [-1.23565, 0.59521, -1.43557], [-1.10880, -1.13207, -1.11130], [0.77629, -1.76161, 0.82815], [3.30416, -0.64081, 0.92057], [0.78141, 1.93974, -1.17607]], "gap_ev": 9.632, "relative_energy_kcal_mol": 3.2, "spin_multiplicity": 1, "homo_ha": -0.32130}